C6H8NO2S | the ωB97M-V functional and the def2-TZVPD basis

## Properties
calculated total energy = -836.87900 hartree
HOMO = -2.95 eV
E_LUMO = 0.14152 hartree
F_max = 0.0620 hartree/bohr
Kohn-Sham gap = 6.803 eV
energy relative to the best compared isomer or geometry (same formula, charge and spin) = 42.4 kJ/mol

```
! wB97M-V def2-TZVPD RIJCOSX def2/J DEFGRID3
* xyz -1 1
C 1.599 0.002 -1.682
C 1.812 0.556 -0.222
C 0.575 0.460 0.491
N 0.177 -0.460 1.289
C -1.266 -0.275 1.437
C -1.975 -1.270 0.530
S -1.683 -0.991 -1.189
O -1.503 1.081 1.115
C -0.572 1.454 0.242
O -0.495 2.523 -0.349
H 2.622 -0.201 -2.169
H 0.751 0.485 -2.196
H 1.234 -1.061 -1.480
H 2.169 1.648 -0.238
H 2.627 -0.030 0.287
H -1.519 -0.408 2.542
H -1.518 -2.325 0.956
H -3.036 -1.190 0.634
*
```

These are the natural (NBO) partial charges, in e, on atoms 1 to 6: atom 1 (C): -0.619, atom 2 (C): -0.457, atom 3 (C): 0.169, atom 4 (N): -0.416, atom 5 (C): 0.197, atom 6 (C): -0.574

=====

C6H8NO3S | the ωB97M-V functional and the def2-TZVPD basis

## Properties
calculated total energy = -912.06939 hartree
HOMO = -2.72 eV
E_LUMO = 0.13055 hartree
F_max = 0.0523 hartree/bohr
Kohn-Sham gap = 6.271 eV
energy relative to the best compared isomer or geometry (same formula, charge and spin) = 182.9 kJ/mol

```
! wB97M-V def2-TZVPD RIJCOSX def2/J DEFGRID3
* xyz -1 1
O -1.218 1.136 -3.333
C -0.194 0.864 -2.721
O 0.900 1.775 -2.617
C 1.493 1.051 -1.512
S 3.121 0.510 -1.250
O 3.889 0.400 -2.547
C 1.012 1.407 -0.153
C 0.608 0.164 0.662
C -0.666 -0.445 0.149
C -0.530 -1.067 -1.230
N 0.280 -0.151 -2.033
H 1.929 1.860 0.269
H 0.244 2.097 -0.140
H 1.425 -0.543 0.588
H 0.459 0.513 1.666
H -0.857 -1.119 0.919
H -1.560 0.226 0.270
H -0.085 -2.052 -1.316
H -1.591 -1.379 -1.681
*
```

These are the natural (NBO) partial charges, in e, on atoms 1 to 6: atom 1 (O): -0.675, atom 2 (C): 0.855, atom 3 (O): -0.538, atom 4 (C): 0.195, atom 5 (S): 0.670, atom 6 (O): -1.058

=====

C6H8NO6 | the ωB97M-V functional and the def2-TZVPD basis

## Properties
calculated total energy = -739.61437 hartree
HOMO (spin up / spin down) = -4.52 / -4.52 eV
E_LUMO (spin up / spin down) = 0.12244 / 0.12242 hartree
F_max = 0.0641 hartree/bohr
Kohn-Sham gap (spin up / spin down) = 7.857 / 7.856 eV
energy relative to the best compared isomer or geometry (same formula, charge and spin) = 299.6 kJ/mol

```
! wB97M-V def2-TZVPD RIJCOSX def2/J DEFGRID3
* xyz -1 1
C -0.067 1.680 -0.291
C 1.593 -1.073 -0.607
C -1.400 1.079 -0.404
C -1.663 0.064 0.655
C -0.898 -1.285 0.235
C 0.541 -1.094 0.477
N 0.657 1.128 0.676
O 2.736 -1.054 -0.078
O 0.370 2.523 -1.075
O 1.199 -1.063 -1.829
O -1.078 -1.523 -1.169
O 1.101 -1.288 1.661
O 1.994 1.513 0.523
H -2.110 1.933 -0.257
H -1.638 0.535 -1.422
H -1.271 0.303 1.642
H -2.747 -0.176 0.900
H -1.108 -2.212 0.782
H -0.146 -1.220 -1.658
H 2.024 -1.005 1.424
H 1.913 2.235 -0.185
*
```

These are the natural (NBO) partial charges, in e, on atoms 1 to 6: atom 1 (C): 0.559, atom 2 (C): 0.687, atom 3 (C): -0.518, atom 4 (C): -0.397, atom 5 (C): -0.004, atom 6 (C): 0.502

=====

C6H8NS | the ωB97M-V functional and the def2-TZVPD basis

## Properties
calculated total energy = -685.97742 hartree
HOMO = -14.30 eV
E_LUMO = -0.23009 hartree
F_max = 0.0843 hartree/bohr
Kohn-Sham gap = 8.035 eV
energy relative to the best compared isomer or geometry (same formula, charge and spin) = 246.0 kJ/mol

```
! wB97M-V def2-TZVPD RIJCOSX def2/J DEFGRID3
* xyz 1 1
C -0.738 1.173 -2.477
C -0.171 -0.911 -1.141
C -0.609 -1.128 -2.390
C -0.104 0.383 -0.401
C -1.108 0.582 0.786
C 1.303 0.594 0.149
N -0.564 1.373 -1.343
S -1.040 0.097 -3.668
H -0.068 -1.800 -0.576
H -0.752 -2.135 -2.571
H -1.226 1.590 0.826
H -0.904 0.263 1.783
H -2.074 0.207 0.514
H 1.398 1.502 0.827
H 1.794 0.673 -0.734
H 1.622 -0.317 0.604
*
```

These are the natural (NBO) partial charges, in e, on atoms 1 to 6: atom 1 (C): 0.389, atom 2 (C): -0.167, atom 3 (C): -0.335, atom 4 (C): 0.084, atom 5 (C): -0.596, atom 6 (C): -0.589

=====

C6H8NS2 | the ωB97M-V functional and the def2-TZVPD basis

## Properties
calculated total energy = -1084.07693 hartree
HOMO (spin up / spin down) = -9.74 / -12.59 eV
E_LUMO (spin up / spin down) = -0.13663 / -0.23505 hartree
F_max = 0.1349 hartree/bohr
<S²> = 2.013
Kohn-Sham gap (spin up / spin down) = 6.019 / 6.189 eV
energy relative to the best compared isomer or geometry (same formula, charge and spin) = 254.2 kJ/mol

```
! wB97M-V def2-TZVPD RIJCOSX def2/J DEFGRID3
* xyz 1 3
C 0.429 0.297 1.771
C 0.523 -0.853 1.021
C -0.198 1.547 1.349
C -0.838 1.590 -0.010
C -0.809 0.451 -0.953
C -0.076 -0.948 -0.360
N 0.659 -1.718 -1.396
S 0.800 2.476 0.210
S -1.842 -0.947 -0.694
H 1.047 0.542 2.666
H 1.088 -1.715 1.304
H -0.630 2.095 2.250
H -1.660 2.259 -0.171
H -0.755 0.751 -2.049
H 1.657 -2.069 -1.064
H 0.389 -1.148 -2.233
H 0.216 -2.609 -1.642
*
```

These are the natural (NBO) partial charges, in e, on atoms 1 to 6: atom 1 (C): -0.181, atom 2 (C): -0.124, atom 3 (C): -0.377, atom 4 (C): -0.311, atom 5 (C): -0.350, atom 6 (C): -0.081

=====

C6H8O2 | the ωB97M-V functional and the def2-TZVPD basis

## Properties
calculated total energy = -383.80187 hartree
HOMO = -8.07 eV
E_LUMO = 0.02583 hartree
F_max = 0.1374 hartree/bohr
Kohn-Sham gap = 8.775 eV
energy relative to the best compared isomer or geometry (same formula, charge and spin) = 284.2 kJ/mol

```
! wB97M-V def2-TZVPD RIJCOSX def2/J DEFGRID3
* xyz 0 1
C 2.345 -0.608 0.471
C 1.489 0.470 -0.284
C 0.107 0.468 -0.003
C -0.925 -0.552 -0.208
C -2.214 -0.019 0.073
O -3.324 -0.801 0.176
C -2.001 1.318 0.285
O -0.568 1.668 0.079
H 3.218 -0.744 -0.138
H 1.821 -1.633 0.397
H 2.760 -0.519 1.563
H 2.030 1.515 -0.387
H 1.677 0.163 -1.349
H -0.804 -1.455 -0.665
H -3.013 -1.551 -0.403
H -2.596 2.278 0.393
*
```

These are the natural (NBO) partial charges, in e, on atoms 1 to 6: atom 1 (C): -0.601, atom 2 (C): -0.484, atom 3 (C): 0.335, atom 4 (C): -0.384, atom 5 (C): 0.208, atom 6 (O): -0.639

=====

C6H8O2 | the ωB97M-V functional and the def2-TZVPD basis

## Properties
calculated total energy = -383.53966 hartree
HOMO = -8.58 eV
E_LUMO = 0.03571 hartree
F_max = 0.2422 hartree/bohr
Kohn-Sham gap = 9.553 eV
energy relative to the best compared isomer or geometry (same formula, charge and spin) = 972.6 kJ/mol

```
! wB97M-V def2-TZVPD RIJCOSX def2/J DEFGRID3
* xyz 0 1
C 1.309 -0.547 0.436
C 0.986 0.025 -1.011
C -0.172 0.945 -0.875
O -1.305 1.359 -1.230
C -1.383 0.353 -0.374
C -1.080 0.187 1.070
O -1.406 -1.042 1.750
C -0.203 -0.906 0.916
H 2.010 -1.346 0.365
H 1.387 0.372 1.054
H 1.902 0.599 -1.363
H 0.829 -0.714 -1.714
H -0.150 1.856 -0.010
H -1.928 -0.430 -0.928
H -0.503 0.870 1.888
H -0.293 -1.582 0.025
*
```

These are the natural (NBO) partial charges, in e, on atoms 1 to 6: atom 1 (C): -0.390, atom 2 (C): -0.430, atom 3 (C): 0.098, atom 4 (O): -0.453, atom 5 (C): 0.004, atom 6 (C): -0.020

=====

Repeat the seventh record exactly.
C6H8O2 | the ωB97M-V functional and the def2-TZVPD basis

## Properties
calculated total energy = -383.53966 hartree
HOMO = -8.58 eV
E_LUMO = 0.03571 hartree
F_max = 0.2422 hartree/bohr
Kohn-Sham gap = 9.553 eV
energy relative to the best compared isomer or geometry (same formula, charge and spin) = 972.6 kJ/mol

```
! wB97M-V def2-TZVPD RIJCOSX def2/J DEFGRID3
* xyz 0 1
C 1.309 -0.547 0.436
C 0.986 0.025 -1.011
C -0.172 0.945 -0.875
O -1.305 1.359 -1.230
C -1.383 0.353 -0.374
C -1.080 0.187 1.070
O -1.406 -1.042 1.750
C -0.203 -0.906 0.916
H 2.010 -1.346 0.365
H 1.387 0.372 1.054
H 1.902 0.599 -1.363
H 0.829 -0.714 -1.714
H -0.150 1.856 -0.010
H -1.928 -0.430 -0.928
H -0.503 0.870 1.888
H -0.293 -1.582 0.025
*
```

These are the natural (NBO) partial charges, in e, on atoms 1 to 6: atom 1 (C): -0.390, atom 2 (C): -0.430, atom 3 (C): 0.098, atom 4 (O): -0.453, atom 5 (C): 0.004, atom 6 (C): -0.020